8
Properties=species:S:1:pos:R:3:mulliken_charge:R:1 method="wB97M-V/def2-TZVPD" smiles=OCNCl multiplicity=1 homo_lumo_gap_ev=10.23 relative_energy_kcal_mol=58.1 homo_energy_ev=-9.3 charge=0
O 0.98 0.93 -0.29 -0.477
C 0.64 -0.22 0.37 -0.160
N -0.85 -0.79 -0.32 -0.414
Cl -2.12 0.27 0.15 -0.120
H 0.27 1.59 -0.18 0.348
H 1.37 -0.99 0.17 0.275
H 0.40 -0.09 1.42 0.253
H -0.69 -0.70 -1.32 0.294


7
Properties=species:S:1:pos:R:3:mulliken_charge:R:1 method="wB97M-V/def2-TZVPD" smiles="C=P.Cl" multiplicity=1 homo_lumo_gap_ev=10.20 relative_energy_kcal_mol=31.2 homo_energy_ev=-10.5 charge=0
C -0.38 1.66 0.28 -0.461
P 0.57 0.35 0.43 0.043
H 0.05 2.61 0.16 0.291
H -1.48 1.64 0.31 0.244
H -0.42 -0.55 0.76 0.032
Cl 3.92 -0.10 -0.31 -0.311
H 2.70 0.52 0.12 0.162


9
Properties=species:S:1:pos:R:3:mulliken_charge:R:1 method="wB97M-V/def2-TZVPD" multiplicity=1 homo_lumo_gap_ev="8.85 / 5.29" relative_energy_kcal_mol=103.3 homo_energy_ev="-10.0 / -7.8" charge=0
C 0.62 -0.94 -0.49 -0.625
P 1.21 0.76 -0.90 0.165
S -1.34 0.82 1.91 -0.195
S -0.21 1.24 -2.32 -0.205
Cl 1.36 -1.99 -1.80 -0.160
H 1.27 -1.30 0.36 0.288
H -0.38 -1.00 -0.58 0.419
H -1.02 0.90 3.21 0.141
H 0.35 2.27 -3.01 0.172


7
Properties=species:S:1:pos:R:3:mulliken_charge:R:1 method="wB97M-V/def2-TZVPD" multiplicity=1 homo_lumo_gap_ev=11.06 relative_energy_kcal_mol=3.2 homo_energy_ev=-14.8 charge=+1
Cs -0.22 -0.46 -2.90 1.014
C -0.35 0.07 0.53 -0.543
O 0.89 -0.06 -0.15 -0.510
H -0.14 0.65 1.42 0.281
H -1.03 0.59 -0.15 0.186
H -0.76 -0.91 0.78 0.267
H 1.60 0.12 0.46 0.305


9
Properties=species:S:1:pos:R:3:mulliken_charge:R:1 method="wB97M-V/def2-TZVPD" multiplicity=1 homo_lumo_gap_ev=11.39 relative_energy_kcal_mol=19.4 homo_energy_ev=-10.9 charge=0
C -0.24 -0.37 -0.21 0.515
N -1.43 -0.47 0.36 -0.325
N 0.45 0.51 -0.72 -0.532
F 0.33 -1.57 -0.14 -0.234
F 2.57 0.76 0.17 -0.557
H -2.00 0.27 0.46 0.170
H -1.70 -1.22 0.88 0.203
H 1.71 0.55 -0.21 0.475
H 0.30 1.53 -0.59 0.284


8
Properties=species:S:1:pos:R:3:mulliken_charge:R:1 method="wB97M-V/def2-TZVPD" smiles="C=[SiH]F.F" multiplicity=1 homo_lumo_gap_ev=9.28 relative_energy_kcal_mol=98.3 homo_energy_ev=-9.2 charge=0
C 0.15 0.35 -0.29 -0.699
Si 1.69 -0.09 0.37 0.535
F 2.64 -1.22 -0.24 -0.236
H -0.47 -0.23 -1.04 0.188
H -0.54 1.12 0.32 0.250
H 2.55 0.67 1.25 -0.043
F -2.57 -1.23 -0.10 -0.391
H -1.77 -1.03 -0.64 0.395


9
Properties=species:S:1:pos:R:3:mulliken_charge:R:1 method="wB97M-V/def2-TZVPD" s2=2.006 multiplicity=3 homo_lumo_gap_ev="8.58 / 6.00" relative_energy_kcal_mol=0.0 homo_energy_ev="-7.9 / -9.3" charge=0
C -0.12 0.93 0.27 -0.703
F -2.04 -1.82 1.00 -0.238
P 0.19 -0.77 -0.36 -0.052
P -1.63 -1.86 -0.55 0.138
I 3.80 0.24 0.22 0.009
H -0.68 1.42 -0.35 0.380
H 0.94 1.17 0.28 0.063
H -0.54 1.14 1.22 0.330
H 0.07 -0.44 -1.72 0.073


9
Properties=species:S:1:pos:R:3:mulliken_charge:R:1 method="wB97M-V/def2-TZVPD" multiplicity=1 homo_lumo_gap_ev="7.39 / 7.40" relative_energy_kcal_mol=77.5 homo_energy_ev="-2.7 / -2.7" charge=-1
C -0.10 -0.99 -0.21 -0.268
N -0.94 -0.12 0.21 -0.464
N 2.10 -0.27 -0.73 -0.135
O 1.90 0.87 -1.33 -0.430
F -1.69 1.89 1.06 -0.628
H -0.44 -2.03 -0.55 0.091
H -1.87 -0.39 0.56 0.175
H -1.12 1.16 0.66 0.484
H 2.16 -0.14 0.34 0.174


9
Properties=species:S:1:pos:R:3:mulliken_charge:R:1 method="wB97M-V/def2-TZVPD" smiles="N/C(F)=[NH+]/O" multiplicity=1 homo_lumo_gap_ev=10.74 relative_energy_kcal_mol=26.4 homo_energy_ev=-15.9 charge=+1
N -0.51 -1.22 0.91 -0.288
C -0.11 -0.06 0.51 0.574
F -0.16 1.02 1.36 -0.120
N 0.60 0.35 -0.74 -0.098
O 0.15 1.54 -1.33 -0.357
H -0.67 -2.12 0.36 0.301
H -0.91 -1.42 1.86 0.318
H 0.82 -0.31 -1.48 0.299
H 0.80 2.23 -1.45 0.371


10
Properties=species:S:1:pos:R:3:mulliken_charge:R:1 method="wB97M-V/def2-TZVPD" multiplicity=1 homo_lumo_gap_ev=8.87 relative_energy_kcal_mol=65.9 homo_energy_ev=-8.4 charge=0
C 0.78 0.47 0.70 0.687
N 1.51 0.93 -0.27 -0.309
N -1.61 -0.67 0.38 -0.083
N -0.92 -0.03 -0.51 -0.383
O 0.44 0.22 1.76 -0.365
F 0.08 -1.03 -1.33 -0.475
H 1.39 0.40 -1.10 0.290
H 2.21 1.63 -0.13 0.229
H -2.59 -0.80 0.20 0.220
H -1.32 -0.93 1.35 0.190


8
Properties=species:S:1:pos:R:3:mulliken_charge:R:1 method="wB97M-V/def2-TZVPD" multiplicity=1 homo_lumo_gap_ev=10.55 relative_energy_kcal_mol=118.6 homo_energy_ev=-10.1 charge=0
C 1.02 0.20 0.25 -0.401
N -1.12 0.11 -0.39 -0.225
O 0.04 -0.59 -0.41 -0.184
F -1.79 -0.32 0.83 -0.210
H 1.60 0.80 -0.47 0.212
H 1.71 -0.55 0.68 0.215
H 0.51 0.71 0.95 0.285
H -1.97 -0.37 -1.42 0.308


9
Properties=species:S:1:pos:R:3:mulliken_charge:R:1 method="wB97M-V/def2-TZVPD" multiplicity=1 homo_lumo_gap_ev="7.96 / 7.38" relative_energy_kcal_mol=106.1 homo_energy_ev="-9.1 / -8.3" charge=0
C -1.25 0.40 1.44 0.264
N -0.70 0.74 2.51 -0.439
F -2.53 0.40 1.14 -0.157
P 1.24 -0.59 -0.53 -0.156
P -0.45 -0.33 -1.85 -0.036
H 0.23 0.99 2.47 0.295
H 1.17 -1.94 -0.88 0.085
H 2.25 -0.37 -1.59 0.097
H 0.05 0.71 -2.71 0.046


Number 1: E_tot -17159.974 eV, strongest force on any atom 4.10 eV/Å. Number 2: E_tot -22911.324 eV, strongest force on any atom 2.81 eV/Å. Number 3: E_tot -44580.961 eV, strongest force on any atom 5.38 eV/Å. Number 4: E_tot -3691.597 eV, strongest force on any atom 0.89 eV/Å. Number 5: E_tot -9516.824 eV, strongest force on any atom 3.55 eV/Å. Number 6: E_tot -14413.698 eV, strongest force on any atom 2.88 eV/Å. Number 7: E_tot -30495.562 eV, strongest force on any atom 5.61 eV/Å. Number 8: E_tot -8843.157 eV, strongest force on any atom 3.54 eV/Å. Number 9: E_tot -8837.144 eV, strongest force on any atom 5.46 eV/Å. Number 10: E_tot -10332.970 eV, strongest force on any atom 5.15 eV/Å. Number 11: E_tot -7351.527 eV, strongest force on any atom 5.21 eV/Å. Number 12: E_tot -23882.399 eV, strongest force on any atom 3.63 eV/Å.